Entry 1:
113
Properties=species:S:1:pos:R:3:forces:R:3:lowdin_charge:R:1 method="wB97M-V/def2-TZVPD" charge=-3 gap_ev=6.652 mol_weight_g_mol=875.86 multiplicity=1 max_force_ev_per_a=14.5 relative_energy_ev=2.421 lumo_ev=5.69 energy_ha=-3303.37597
P 56.81700 56.38900 29.86900 -3.4482 6.9521 -1.7675 0.06
O 55.63400 55.53900 29.96500 -3.7960 -3.2952 0.4045 -0.34
O 56.51900 57.25200 28.51400 0.7537 -1.7023 1.7980 -0.31
O 58.03700 55.66400 29.78200 4.2661 -2.3706 -0.7717 -0.23
O 56.82600 57.34100 31.02100 0.5393 0.3264 0.1789 -0.31
N 56.95900 58.75200 32.99300 -0.7056 1.7318 3.7004 -0.06
C 58.16800 59.38900 33.25100 -5.3163 2.2141 3.7663 -0.10
C 57.88300 60.33300 34.43400 -1.2740 -4.3292 -1.3896 -0.10
C 56.51800 59.94600 35.00900 2.0049 -1.9197 -5.0393 -0.09
C 55.93400 58.95500 33.97500 2.2353 0.5990 0.5515 -0.09
H 56.87600 58.19200 32.10200 -0.3133 -0.2384 0.4861 -0.02
H 58.83100 58.96300 32.57100 2.2855 0.7526 -0.6620 0.04
H 58.63900 60.86500 35.01000 -0.2260 -0.0127 -0.3544 0.04
H 56.21900 60.34700 35.97800 -0.5071 -0.3674 -0.5773 0.04
H 55.02400 58.19000 33.83700 2.0654 2.4926 0.9154 0.10
N 58.13800 58.06100 26.83400 0.3019 -0.7144 -0.0736 -0.02
C 58.92500 57.08500 26.26900 1.4928 7.0091 -4.9299 -0.13
C 59.66400 57.64700 25.11200 -3.1288 3.1819 5.0755 -0.06
C 59.39500 59.13400 25.26600 -2.9274 -4.4768 2.5041 -0.09
C 58.33300 59.29900 26.31400 3.5569 -1.5899 -3.2245 -0.14
H 57.35000 57.63600 27.56000 1.1009 1.1751 -0.2166 0.04
H 58.76800 56.18600 26.58100 -0.5840 -5.6025 1.6565 0.02
H 60.27800 57.26200 24.35100 0.7035 -0.8050 -0.4077 0.03
H 59.72500 59.69900 24.47600 0.5608 2.1555 -1.2482 0.00
H 57.87300 60.20300 26.66000 -0.1502 -0.0698 0.1174 0.06
N 55.90100 52.96900 30.69900 -3.4088 -4.0808 0.5212 -0.01
C 57.12400 52.43200 30.86900 -4.0421 -4.3140 3.1950 -0.11
C 56.97400 51.14800 31.63400 -1.6174 2.4870 -2.4500 -0.11
C 55.57100 50.86400 31.69900 -2.2737 2.6222 -1.5502 -0.12
C 54.78500 52.06200 31.04700 5.1409 -0.6109 1.0169 -0.03
H 55.65200 53.87200 30.33000 0.8291 0.5525 -0.3659 0.04
H 57.87700 53.07900 30.84400 3.4592 2.1213 -0.4349 0.03
H 57.77600 50.48400 31.92900 -0.0902 0.2269 0.0223 0.06
H 55.05600 49.94500 32.12800 0.8758 1.4449 -0.6655 0.07
H 53.75600 52.46300 30.78300 1.4009 -1.1396 0.8341 0.08
N 54.64100 58.57100 27.64200 -3.4120 -1.1195 -1.2594 -0.03
C 54.68400 59.88100 27.25600 -2.4553 -0.1683 -1.1622 -0.14
C 53.33500 60.24400 26.67300 3.2350 -7.0958 4.4149 -0.12
C 52.45000 59.09900 26.76500 4.7866 -2.4190 1.4918 -0.09
C 53.36700 57.98300 27.32300 0.3131 7.1709 -0.9309 -0.08
H 55.43000 57.83200 28.12200 -0.2987 1.3902 -0.4487 0.04
H 55.68000 60.39600 27.30600 -1.4925 -0.2640 -0.1681 0.08
H 53.06000 60.99600 26.14600 -1.2809 5.4117 -2.9409 -0.03
H 51.42300 58.97800 26.40300 0.6142 0.1166 0.1971 0.05
H 53.28200 56.98400 27.50500 -0.6870 -2.4831 0.4593 0.03
N 53.38700 55.25700 31.35100 2.4179 1.3624 -2.0314 -0.07
C 52.37700 54.87900 30.51900 -3.8412 -2.2428 3.5400 -0.13
C 51.18900 54.69100 31.46400 7.4610 2.6514 1.6429 -0.07
C 51.72500 55.16000 32.85700 -1.1941 1.4204 -1.5240 -0.10
C 53.03100 55.71900 32.61800 -1.8359 -1.9921 -0.4755 -0.16
H 54.40300 55.22100 30.86300 -2.1024 1.3666 1.4069 0.10
H 52.49200 54.44900 29.46900 0.0489 0.9836 1.8029 0.09
H 50.26600 54.32600 31.30300 -2.9035 -1.1322 -0.7648 -0.01
H 51.06300 55.33100 33.86900 1.8006 -0.4182 -2.9381 0.11
H 53.62300 56.51900 33.15000 -0.6119 -1.7792 -0.3458 0.09
N 59.61400 55.10700 31.59800 1.7503 1.0151 2.6648 -0.04
C 59.80300 56.06200 32.67500 2.3681 -3.5815 -1.4132 -0.09
C 60.99700 55.66200 33.44500 -3.9010 -2.5598 -6.0062 -0.10
C 61.49700 54.41900 32.81300 -2.5985 -0.4200 -1.3034 -0.11
C 60.55800 54.06200 31.65300 -0.4875 2.2839 1.9419 -0.11
H 58.88000 55.41100 30.79400 1.0652 -0.9540 1.5487 0.03
H 58.98500 56.76700 32.68600 0.5202 0.5102 0.5971 0.06
H 61.26600 56.15000 34.28300 1.2810 1.3127 2.6218 0.02
H 62.26900 53.74000 33.27400 -0.9160 0.9022 -0.8497 0.06
H 60.22100 53.22900 30.91400 1.8297 1.1994 1.6146 0.11
N 54.86100 54.55300 27.63400 3.0768 1.2901 -1.7880 -0.04
C 55.53600 55.00600 26.42800 -4.4638 -5.2764 -2.1981 -0.03
C 54.93700 54.04800 25.25600 -1.5089 0.8635 8.2944 -0.05
C 53.88100 53.12600 26.06000 2.9109 2.0247 -0.3653 -0.10
C 54.12100 53.41500 27.55200 -0.5022 1.4189 -6.5935 -0.17
H 55.13900 55.00000 28.58600 -0.3357 -0.5955 -1.3389 0.08
H 56.21600 55.85000 26.33000 -0.3171 -0.3374 0.4599 0.06
H 55.16000 54.05400 24.21500 0.0384 0.0922 -0.4243 0.01
H 53.13400 52.45400 25.41100 1.8929 1.2607 2.2311 0.07
H 53.58100 53.19300 28.41200 -0.8720 -1.0252 1.0147 0.03
N 59.51400 54.24300 28.46000 -3.5208 0.9554 1.8909 -0.06
C 59.02800 53.27900 27.66700 3.5387 -0.7414 -1.4735 -0.08
C 60.20400 52.79800 26.94400 0.0905 10.7898 9.7225 -0.10
C 61.37800 53.48700 27.39700 -2.3067 3.3678 2.9412 -0.05
C 60.74700 54.50800 28.40600 6.4169 -1.9179 -3.5182 -0.16
H 59.01300 54.84800 29.16600 -0.6995 -1.0335 -1.7362 0.04
H 57.99500 53.04000 27.63000 -0.5283 -0.2542 -0.0643 0.09
H 60.16000 52.11400 26.40000 -0.4974 -10.5820 -8.6874 -0.06
H 62.48800 53.53500 27.28600 -1.3576 -0.6205 -0.5613 0.06
H 61.15900 55.42900 28.86900 -0.0968 -1.1936 -0.2067 0.11
C 54.12100 58.41000 30.94700 2.9316 0.1250 3.7150 0.06
N 53.13800 59.29800 31.80900 1.8111 0.0086 -1.1774 -0.38
O 52.75000 60.31700 31.23500 -0.2120 -1.0743 1.2108 0.02
O 52.99100 59.00100 32.99200 -0.6202 0.5822 -1.4667 0.00
H 54.51700 57.58700 31.73100 -0.4619 2.5354 -1.8165 0.08
H 55.03800 59.08800 30.53200 -2.8885 -1.8606 1.0047 0.12
H 53.61400 57.76400 30.29700 -1.0471 -0.0074 -1.5795 0.05
C 56.88700 60.55800 29.92900 1.3946 -6.1042 1.6182 0.00
N 58.24100 61.07400 29.76700 0.6349 5.0860 -3.9381 -0.36
O 58.97300 60.75400 28.80600 -1.0237 -0.9793 2.2078 0.02
O 58.38000 62.21700 30.25200 0.1725 -1.7356 0.7889 0.02
H 56.06600 61.07400 29.53500 -0.4917 1.5945 -0.5677 0.07
H 56.85600 60.35800 31.02400 -0.6152 0.4369 -0.6360 0.09
H 56.87800 59.47500 29.45900 0.0798 2.0625 0.7477 0.11
C 56.53400 55.06200 33.16000 -1.5147 0.7939 1.2660 0.06
N 56.15600 54.86700 34.58000 -1.4995 0.8649 2.9906 -0.36
O 56.81800 54.06300 35.24100 -0.6160 0.4528 -1.2119 0.03
O 55.32900 55.62300 35.16500 1.3412 -1.4607 -2.0369 0.00
H 57.39200 54.52700 33.13100 2.5088 -1.7117 -0.9958 0.06
H 56.71500 56.07800 33.09600 0.9646 2.2750 0.2204 0.05
H 55.85900 55.01400 32.33800 -1.1590 -1.2485 0.1140 0.07
C 59.96700 58.07500 29.71900 -1.6311 -1.4219 6.9460 0.03
N 61.12000 58.69500 30.34400 -0.6863 4.0999 2.2009 -0.39
O 60.89200 59.61900 31.21900 0.9385 -2.8240 -2.1888 -0.01
O 62.19700 58.45400 29.87900 0.7857 -0.2478 0.2478 0.08
H 59.82400 58.56100 28.88400 -1.0036 2.1388 -4.6115 0.03
H 59.08700 58.17000 30.49500 1.5542 -0.0428 -1.8912 0.12
H 60.22500 57.06800 29.69800 0.1577 -1.6965 -0.7575 0.05

***

Entry 2:
100
Properties=species:S:1:pos:R:3:forces:R:3:lowdin_charge:R:1 method="wB97M-V/def2-TZVPD" smiles="CC[C@@H](Cl)[C@]1(Cl)C[C@@H](I)NC1=O.C[C@@H]1COC(=O)O1.C[C@@H]1COC(=O)O1.C[C@@H]1COC(=O)O1.C[C@@H]1COC(=O)O1.C[C@@H]1COC(=O)O1.C[C@@H]1COC(=O)O1" gap_ev=10.112 mol_weight_g_mol=934.51 multiplicity=1 max_force_ev_per_a=1.3 lumo_ev=0.16 energy_ha=-3911.37135
C 2.36712 -0.52605 2.24328 0.0069 0.3944 -0.0339 -0.09
C 2.40609 0.98203 2.55503 0.5019 -0.7124 -0.1656 -0.25
C 2.20342 1.86862 1.34501 -0.8201 0.0847 0.3797 -0.62
Cl 0.78066 1.36444 0.35989 -0.0840 -0.0757 -0.0727 0.73
C 2.05053 3.36032 1.68249 0.7554 0.5243 0.1068 -0.72
Cl 1.09697 3.71874 3.13359 0.0812 -0.1299 -0.4535 0.87
C 1.66665 4.27564 0.49944 0.9927 -0.1211 0.7548 -0.23
C 2.93333 4.09977 -0.32759 -0.8182 -0.2698 -0.9140 -0.80
I 3.15168 5.43479 -1.98638 0.0421 0.0826 0.3223 0.83
N 4.04524 4.10007 0.60812 -0.2730 0.8075 0.7587 0.06
C 3.48149 3.92925 1.89160 -0.4790 -0.6901 -0.0115 -0.50
O 3.98065 4.22521 2.93174 0.4700 0.1093 0.1262 0.12
H 3.35595 -0.96454 2.17661 0.2105 -0.0457 0.1469 0.08
H 1.86025 -0.74156 1.31513 -0.1404 -0.0178 -0.1834 0.01
H 1.78412 -1.01150 3.01151 0.0659 -0.3542 0.1803 0.06
H 1.72646 1.20988 3.36221 -0.3467 0.2067 -0.0341 0.08
H 3.40528 1.20781 2.92460 0.1043 0.2855 0.1850 0.12
H 3.05872 1.73968 0.69513 0.1423 0.0334 -0.2332 0.11
H 1.72019 5.26744 0.94214 -0.6271 0.3683 -0.2487 0.11
H 0.73795 4.02384 0.01696 -0.2121 0.1033 -0.1575 0.09
H 2.81777 3.15055 -0.83390 0.4806 -0.2254 -0.1703 0.04
H 4.52073 4.99511 0.67326 0.5285 -0.1778 -0.5317 0.12
C 0.75211 -0.53595 -3.65345 0.1390 -0.1214 0.5324 -0.02
C 1.98859 -0.67177 -2.79938 -0.2665 0.1706 -0.3172 -0.32
C 3.20485 -1.17465 -3.54306 0.1335 0.0575 0.0581 -0.09
O 3.92928 -1.87235 -2.51949 -0.0637 -0.0326 -0.0951 0.06
C 3.02536 -2.28952 -1.59522 -0.0535 0.0701 0.0252 -0.58
O 3.25990 -3.07883 -0.73813 0.0275 -0.0937 0.0268 0.16
O 1.82699 -1.70309 -1.80090 0.1870 0.0398 0.0101 0.07
H -0.04566 -0.01278 -3.13730 0.0181 0.0586 0.0633 0.08
H 0.98375 0.01243 -4.56597 -0.0034 -0.0172 -0.0334 0.10
H 0.37710 -1.52343 -3.90534 0.0435 -0.0348 -0.1742 0.08
H 2.20756 0.26604 -2.28089 0.0742 -0.0680 0.0939 0.14
H 3.81193 -0.37622 -3.96179 0.1241 -0.0417 0.0961 0.14
H 2.94589 -1.88399 -4.33476 -0.0917 0.0201 0.0029 0.13
C -1.56067 -4.15673 5.27127 0.2278 0.2595 0.1340 -0.02
C -1.94905 -3.44115 4.00029 0.0466 -0.2304 0.2331 -0.32
C -2.05393 -4.32959 2.78067 -0.0790 -0.0161 -0.0639 -0.09
O -1.71542 -3.43212 1.71694 0.0534 -0.1212 0.0215 0.07
C -0.91814 -2.46746 2.22939 -0.0366 0.0947 0.0728 -0.55
O -0.29878 -1.68453 1.58598 -0.2178 -0.0367 -0.0370 0.14
O -0.92126 -2.51624 3.58494 -0.1096 -0.0167 -0.0954 0.07
H -1.67339 -3.50037 6.13354 -0.0438 -0.0157 -0.0019 0.09
H -2.18882 -5.03384 5.42593 -0.0434 0.0076 -0.0302 0.09
H -0.51537 -4.46493 5.23245 -0.0303 -0.1107 -0.1081 0.09
H -2.86985 -2.87619 4.14629 -0.0781 0.0951 -0.0751 0.15
H -3.05166 -4.73414 2.63318 -0.0236 0.0980 -0.1362 0.14
H -1.32821 -5.14744 2.79351 0.0263 0.0258 0.0687 0.14
C -3.03019 -2.26242 -8.74962 -0.2683 0.2651 0.0190 -0.02
C -1.96527 -1.58772 -7.92101 -0.1673 -0.2266 -0.0356 -0.31
C -1.12000 -2.52965 -7.09139 0.0190 0.0182 -0.1575 -0.10
O -0.76397 -1.70652 -5.97783 0.1887 -0.0863 0.0364 0.04
C -1.72676 -0.77977 -5.81092 -0.2801 -0.0439 -0.1438 -0.56
O -1.84129 -0.09577 -4.84539 -0.1585 0.1503 -0.1376 0.16
O -2.54624 -0.75489 -6.89044 0.1460 0.0616 -0.0340 0.09
H -3.48322 -1.55733 -9.44581 0.0178 -0.0096 -0.0189 0.08
H -2.60543 -3.08623 -9.32282 0.0531 -0.0045 0.0212 0.09
H -3.82573 -2.64312 -8.10972 0.0903 -0.1204 0.0607 0.09
H -1.33907 -0.95093 -8.55177 0.0469 0.0407 0.0840 0.16
H -0.22723 -2.87341 -7.60534 0.0735 0.0371 0.0833 0.14
H -1.66922 -3.39474 -6.72256 -0.0785 -0.0060 -0.0783 0.13
C -1.47926 1.34618 3.20962 0.0440 -0.2942 -0.1809 -0.04
C -2.79076 1.37399 3.94667 0.4016 0.1089 0.0213 -0.30
C -2.67768 1.45212 5.45226 -0.1207 0.0797 0.0939 -0.09
O -3.86237 0.75636 5.88653 0.1111 -0.0009 -0.0075 0.06
C -4.19849 -0.12016 4.91663 -0.0048 -0.0946 0.0145 -0.58
O -4.99263 -1.00039 5.04601 0.0091 -0.0245 -0.0130 0.14
O -3.50063 0.11981 3.78902 -0.0812 0.1207 -0.0203 0.08
H -1.63724 1.45123 2.14022 -0.0110 -0.0068 -0.1157 0.07
H -0.80857 2.14353 3.53065 -0.3388 -0.1233 0.0678 0.01
H -0.98835 0.38501 3.36602 0.0565 -0.0383 0.0674 0.08
H -3.43189 2.17174 3.56317 -0.0934 -0.0357 0.0649 0.16
H -2.67172 2.46833 5.82972 -0.1393 -0.0622 0.0571 0.12
H -1.80271 0.92046 5.83321 0.0332 -0.0137 -0.0770 0.15
C -2.78684 7.76192 3.33628 -0.1798 -0.2534 -0.1646 -0.02
C -2.34116 6.97952 4.54720 0.0103 0.2843 -0.2301 -0.32
C -0.95290 7.32037 5.04642 0.0073 0.0396 0.1068 -0.09
O -0.52495 6.08020 5.62604 0.0214 0.0629 -0.0854 0.07
C -1.18376 5.08716 4.99467 -0.0334 0.0534 -0.0532 -0.59
O -0.91190 3.93175 5.07967 -0.1234 0.0230 0.2708 0.08
O -2.19043 5.57902 4.24001 -0.0211 0.0146 0.1312 0.09
H -3.84451 7.59567 3.13671 -0.0067 0.0246 0.0160 0.09
H -2.63154 8.82980 3.48957 0.0142 0.0034 0.0482 0.09
H -2.23591 7.44153 2.45210 0.1337 0.0634 0.0470 0.09
H -3.07683 7.06730 5.35049 0.0526 -0.0510 0.0620 0.16
H -0.94745 8.11015 5.79263 0.0504 -0.1135 0.1234 0.14
H -0.26763 7.58250 4.23703 -0.0542 -0.0203 -0.0612 0.14
C 3.01911 -6.38190 -3.55039 0.1160 -0.2043 -0.2547 -0.01
C 2.22575 -5.35952 -4.32513 0.0620 -0.2067 0.3209 -0.31
C 1.02174 -4.80776 -3.59160 0.0506 0.1360 0.0035 -0.07
O 0.13132 -4.49493 -4.67334 -0.0159 -0.0549 0.0706 0.06
C 0.43192 -5.31248 -5.70758 -0.0309 0.0366 0.0927 -0.56
O -0.25588 -5.43875 -6.67170 0.1205 -0.1163 -0.0850 0.15
O 1.60325 -5.94690 -5.49167 -0.0099 0.1580 -0.0145 0.09
H 3.95789 -6.60616 -4.05512 0.0151 0.0212 0.0163 0.09
H 3.24736 -6.01185 -2.55092 -0.0158 0.0718 0.0021 0.09
H 2.46221 -7.31541 -3.47124 -0.1106 0.0589 0.0932 0.09
H 2.87765 -4.55169 -4.66822 -0.0604 0.0500 -0.0485 0.15
H 1.24060 -3.91679 -3.00788 -0.1348 0.0677 -0.0846 0.12
H 0.54443 -5.54921 -2.94771 0.0523 -0.0606 -0.0160 0.15

***

no.,HOMO (Eh)
1,-0.0355
2,-0.3658